# 1
{
  "formula": "C4H8N2",
  "method": "ωB97M-V/def2-TZVPD",
  "e_above_lowest_ev": 2.657,
  "orbital_gap_ev": 10.63,
  "multiplicity": 1,
  "smiles": "C1N[C@H]1[C@H]1CN1",
  "e_lumo_ha": 0.045,
  "homo_ev": -9.4,
  "symbols": ["C", "N", "C", "C", "C", "N", "H", "H", "H", "H", "H", "H", "H", "H"],
  "positions_angstrom": [[1.6226, 0.2610, -0.8045], [1.7647, 0.0967, 0.6351], [0.6478, -0.5572, -0.0549], [-0.5664, 0.1829, 0.4036], [-1.8592, 0.1988, -0.3341], [-1.7051, -0.5850, 0.8933], [2.3501, -0.2279, -1.4413], [1.3063, 1.2509, -1.1398], [2.5245, -0.4944, 0.9384], [0.6023, -1.6365, -0.1810], [-0.0247, 0.9625, 0.9815], [-1.9740, -0.4059, -1.2364], [-2.5172, 1.0668, -0.3223], [-2.1716, -0.1126, 1.6623]]
}

# 2
{
  "formula": "C6H6DyO5",
  "method": "ωB97M-V/def2-TZVPD",
  "e_above_lowest_ev": 0.000,
  "orbital_gap_ev": [9.24, 9.50],
  "charge": 3,
  "multiplicity": 6,
  "e_lumo_ha": [-0.546, -0.537],
  "homo_ev": [-24.1, -24.1],
  "symbols": ["Dy", "O", "C", "C", "O", "C", "O", "C", "O", "C", "C", "O", "H", "H", "H", "H", "H", "H"],
  "positions_angstrom": [[0.1937, -0.0316, -1.1339], [-0.4185, 3.4871, -1.4794], [-0.2545, 2.3480, -1.4593], [2.4361, -0.8929, -1.3689], [3.5331, -1.2545, -1.4276], [-1.6602, -1.6052, -1.2763], [-2.5297, -2.3453, -1.4322], [0.2259, -0.0137, -3.5587], [0.2194, -0.0304, -4.7050], [-0.5329, -0.5391, 2.5681], [-0.3831, 0.6581, 1.6455], [0.9234, 0.5248, 0.8973], [-0.5935, -1.4730, 1.9832], [-1.4554, -0.4575, 3.1382], [0.3029, -0.6102, 3.2786], [-1.1539, 0.7246, 0.8382], [-0.3575, 1.6381, 2.1463], [1.5045, -0.1274, 1.3461]]
}

# 3
{
  "formula": "C67H103BN12O12",
  "method": "ωB97M-V/def2-TZVPD",
  "orbital_gap_ev": 7.60,
  "multiplicity": 1,
  "e_lumo_ha": -0.002,
  "homo_ev": -7.6,
  "symbols": ["C", "C", "C", "C", "N", "C", "C", "C", "C", "C", "C", "C", "H", "H", "H", "H", "H", "H", "H", "H", "H", "H", "H", "H", "H", "H", "H", "H", "H", "H", "H", "H", "H", "H", "H", "H", "O", "C", "O", "B", "O", "C", "O", "O", "C", "O", "C", "O", "O", "N", "C", "C", "C", "C", "H", "H", "H", "H", "H", "N", "C", "C", "C", "C", "H", "H", "H", "H", "H", "N", "C", "C", "C", "C", "H", "H", "H", "H", "H", "N", "C", "C", "C", "C", "H", "H", "H", "H", "H", "N", "C", "C", "C", "C", "H", "H", "H", "H", "H", "N", "C", "C", "C", "C", "H", "H", "H", "H", "H", "N", "C", "C", "C", "C", "H", "H", "H", "H", "H", "N", "C", "C", "C", "C", "H", "H", "H", "H", "H", "N", "C", "C", "C", "C", "H", "H", "H", "H", "H", "N", "C", "C", "C", "C", "H", "H", "H", "H", "H", "N", "C", "C", "C", "C", "H", "H", "H", "H", "H", "C", "C", "O", "H", "H", "H", "H", "H", "H", "C", "C", "O", "H", "H", "H", "H", "H", "H", "C", "C", "O", "H", "H", "H", "H", "H", "H", "C", "C", "O", "H", "H", "H", "H", "H", "H"],
  "positions_angstrom": [[-8.5548, -24.5326, 15.3128], [-7.8677, -24.8635, 14.0342], [-8.7926, -25.5664, 13.0585], [-7.9620, -26.1031, 11.8345], [-8.8329, -26.8174, 10.8165], [-9.9172, -25.8976, 10.2008], [-10.0752, -26.2868, 8.7496], [-8.6594, -26.7334, 8.3270], [-7.9606, -27.1655, 9.5410], [-9.6222, -28.0626, 11.3563], [-8.7395, -29.0362, 12.1552], [-9.5683, -30.2365, 12.7232], [-7.7187, -24.2145, 15.9355], [-9.0134, -25.3840, 15.8156], [-9.2442, -23.6943, 15.2131], [-7.0536, -25.5636, 14.2219], [-7.4624, -23.9291, 13.6458], [-9.5977, -24.9238, 12.7022], [-9.3109, -26.3981, 13.5356], [-7.1507, -26.7564, 12.1555], [-7.6042, -25.2845, 11.2100], [-10.8521, -25.8963, 10.7611], [-9.4835, -24.8976, 10.2088], [-10.7255, -27.1488, 8.6005], [-10.4732, -25.4690, 8.1488], [-8.6473, -27.4599, 7.5145], [-8.2407, -25.7747, 8.0208], [-7.8617, -28.2381, 9.3741], [-6.9939, -26.6732, 9.6466], [-10.0886, -28.4899, 10.4686], [-10.3725, -27.6613, 12.0376], [-8.3445, -28.5666, 13.0561], [-7.9163, -29.3529, 11.5148], [-9.8662, -30.9690, 11.9729], [-10.3381, -30.0412, 13.4698], [-8.8860, -30.8394, 13.3223], [-10.4709, -28.2622, 4.8755], [-10.3753, -29.0718, 5.7894], [-9.3483, -29.8661, 6.0070], [-9.5694, -30.6121, 7.2589], [-10.9880, -30.4001, 7.5657], [-11.4173, -29.4223, 6.8146], [-12.4952, -28.7779, 6.9227], [-9.1935, -32.0412, 7.0325], [-8.2750, -32.3982, 7.8829], [-7.7861, -33.4885, 8.0018], [-7.9914, -31.1543, 8.7781], [-8.7348, -30.1539, 8.3840], [-7.2366, -31.1374, 9.7843], [-5.3816, -33.2834, 15.6146], [-6.4384, -32.6544, 15.0716], [-6.0110, -31.6472, 14.2564], [-4.5979, -31.6149, 14.3795], [-4.2059, -32.6512, 15.3051], [-5.3488, -34.1054, 16.2006], [-7.4324, -33.0343, 15.2555], [-6.5969, -30.9230, 13.7099], [-3.9878, -30.8406, 13.9382], [-3.3246, -33.0500, 15.7855], [-12.9819, -25.9947, 7.1591], [-13.3349, -24.8814, 7.9111], [-13.6428, -23.8532, 7.0400], [-13.2426, -24.2407, 5.7728], [-12.9028, -25.6078, 5.8457], [-12.9381, -26.9759, 7.3944], [-13.4460, -24.9454, 8.9835], [-14.0181, -22.8968, 7.3728], [-13.3780, -23.6053, 4.9101], [-12.5743, -26.2873, 5.0732], [-6.6405, -23.1453, 8.6429], [-5.7929, -24.2438, 8.7110], [-5.4823, -24.4318, 10.0510], [-5.9670, -23.3619, 10.8117], [-6.6909, -22.5949, 9.9178], [-7.0431, -22.8792, 7.7557], [-5.6089, -24.8228, 7.8181], [-4.8797, -25.2619, 10.3889], [-5.7582, -23.2888, 11.8688], [-7.3127, -21.7216, 10.0490], [-5.8970, -29.3870, 5.3402], [-5.2367, -28.9830, 6.4343], [-5.6052, -27.6374, 6.7226], [-6.4206, -27.2225, 5.7026], [-6.6131, -28.3083, 4.8768], [-5.8759, -30.2964, 4.9013], [-4.6338, -29.6852, 6.9908], [-5.2829, -27.0470, 7.5675], [-6.7386, -26.2002, 5.5602], [-7.1724, -28.4011, 3.9576], [-10.3786, -22.4516, 10.4253], [-11.7254, -22.7456, 10.2158], [-12.2874, -23.0845, 11.4048], [-11.4225, -22.8978, 12.3977], [-10.1615, -22.6696, 11.7676], [-9.6831, -22.2615, 9.7181], [-12.1153, -22.6478, 9.2134], [-13.2967, -23.3574, 11.6755], [-11.6232, -23.0292, 13.4508], [-9.1948, -22.4959, 12.2169], [-5.1238, -27.1974, 16.6999], [-4.8422, -26.6181, 15.4515], [-4.3619, -25.3244, 15.6337], [-4.5417, -25.0157, 17.0084], [-4.9878, -26.1904, 17.5724], [-5.4730, -28.1308, 16.8634], [-4.9028, -27.2284, 14.5626], [-3.9664, -24.6291, 14.9080], [-4.2896, -24.0805, 17.4860], [-5.2475, -26.3827, 18.6029], [-9.3636, -22.9776, 6.2836], [-10.2326, -22.1066, 6.9426], [-9.4385, -21.1220, 7.4435], [-8.1765, -21.2012, 6.9103], [-8.1969, -22.3531, 6.1324], [-9.6064, -23.8406, 5.8185], [-11.2505, -22.4321, 7.0984], [-9.7718, -20.2603, 8.0028], [-7.2744, -20.6246, 7.0529], [-7.4059, -22.8312, 5.5737], [-7.8159, -29.9963, 16.6961], [-8.9289, -30.7181, 16.9961], [-10.0692, -29.8450, 16.9467], [-9.5207, -28.6388, 16.3796], [-8.1736, -28.7937, 16.2339], [-6.8787, -30.3516, 16.8209], [-8.9055, -31.7342, 17.3612], [-11.1110, -30.0128, 17.1769], [-10.0539, -27.7364, 16.1193], [-7.3928, -28.1273, 15.8984], [-2.9753, -27.9109, 11.0001], [-3.7333, -28.4389, 9.9478], [-4.9443, -28.8429, 10.4095], [-4.9642, -28.5650, 11.7804], [-3.7364, -28.0126, 12.1719], [-2.0041, -27.6758, 10.8536], [-3.2886, -28.6166, 8.9797], [-5.7208, -29.3486, 9.8547], [-5.7467, -28.7806, 12.4929], [-3.2693, -27.7205, 13.1008], [-5.2580, -20.3461, 13.1979], [-4.4800, -21.0121, 14.1487], [-5.3657, -21.8183, 14.8585], [-6.6683, -21.5594, 14.4659], [-6.5636, -20.7033, 13.3273], [-4.9337, -19.6971, 12.4953], [-3.4034, -20.9294, 14.1700], [-5.1014, -22.4496, 15.6940], [-7.5161, -21.9842, 14.9827], [-7.2685, -20.1176, 12.7560], [-11.7025, -34.4082, 11.7068], [-11.9440, -33.2958, 11.0204], [-12.2392, -32.3017, 11.9497], [-12.1166, -32.8159, 13.2602], [-11.8001, -34.1582, 13.0653], [-11.2576, -35.2428, 11.3523], [-11.8708, -33.3504, 9.9443], [-12.4993, -31.2613, 11.8221], [-12.2281, -32.3293, 14.2179], [-11.6170, -34.9390, 13.7887], [-14.1949, -29.4893, 9.9763], [-12.9738, -28.5688, 10.3635], [-13.4034, -27.2137, 10.4737], [-13.8662, -30.5133, 9.7986], [-14.6413, -29.0964, 9.0629], [-14.8360, -29.4373, 10.8563], [-12.0594, -28.7144, 9.7883], [-12.6334, -28.9333, 11.3327], [-13.9620, -27.0678, 11.2407], [-10.5161, -24.8035, 3.3113], [-9.1759, -25.2162, 3.8967], [-9.3175, -25.6923, 5.2250], [-11.1564, -24.0974, 3.8401], [-11.1620, -25.6634, 3.1343], [-10.3899, -24.4008, 2.3063], [-8.6012, -24.2901, 3.8926], [-8.5201, -25.9064, 3.3658], [-9.5515, -26.6230, 5.2510], [-13.3406, -25.3166, 15.2491], [-12.2328, -26.3236, 14.9218], [-12.1262, -26.4957, 13.5479], [-13.5289, -25.3427, 16.3224], [-14.2957, -25.4876, 14.7524], [-13.0620, -24.2877, 15.0212], [-12.4254, -27.3024, 15.3610], [-11.2750, -25.9381, 15.2713], [-12.9703, -26.6760, 13.1276], [-8.5625, -33.9234, 11.7211], [-7.0702, -34.4499, 11.4343], [-6.9782, -35.6557, 12.2132], [-9.3029, -34.3171, 11.0248], [-8.5758, -32.8796, 11.4074], [-8.9217, -33.9142, 12.7502], [-6.2986, -33.7588, 11.7734], [-6.7828, -34.5035, 10.3842], [-6.0405, -35.8613, 12.2093]]
}

# 4
{
  "formula": "C46H38AlF3N2OPSi",
  "method": "ωB97M-V/def2-TZVPD",
  "e_above_lowest_ev": 0.190,
  "orbital_gap_ev": 7.70,
  "charge": 1,
  "multiplicity": 1,
  "e_lumo_ha": -0.123,
  "homo_ev": -11.0,
  "symbols": ["Al", "N", "C", "C", "C", "C", "C", "C", "C", "C", "N", "C", "H", "H", "H", "H", "H", "H", "H", "H", "F", "C", "F", "F", "O", "Si", "C", "C", "C", "C", "C", "C", "C", "C", "C", "C", "C", "C", "C", "C", "C", "C", "C", "C", "H", "H", "H", "H", "H", "H", "H", "H", "H", "H", "H", "H", "H", "H", "H", "C", "C", "C", "C", "C", "C", "P", "C", "C", "C", "C", "C", "C", "C", "C", "C", "C", "C", "C", "H", "H", "H", "H", "H", "H", "H", "H", "H", "H", "H", "H", "H", "H", "H"],
  "positions_angstrom": [[0.4648, -0.3105, 0.5655], [-0.2778, 1.1018, -0.9091], [0.7185, 1.2636, -1.9510], [0.4658, 1.6969, -3.2146], [1.5164, 1.7572, -4.1578], [2.7843, 1.3885, -3.8122], [3.0621, 0.9317, -2.5011], [4.3351, 0.5064, -2.0618], [4.4973, 0.0723, -0.7780], [3.3866, 0.0244, 0.0786], [2.1755, 0.3932, -0.2997], [2.0122, 0.8655, -1.5768], [-1.1211, 0.6736, -1.2887], [-0.5578, 2.0172, -0.5627], [-0.5374, 1.9880, -3.5047], [1.3026, 2.0947, -5.1633], [3.5887, 1.4343, -4.5367], [5.1720, 0.5294, -2.7504], [5.4565, -0.2566, -0.4041], [3.4933, -0.3191, 1.0962], [0.4311, -3.0564, -0.4977], [0.0132, -1.8068, -0.7814], [0.3856, -1.5903, -2.0811], [-1.3765, -1.8917, -0.8556], [1.1273, -0.8359, 2.0514], [1.9393, -1.4975, 3.3237], [2.1961, -3.3085, 2.9743], [1.8370, -4.2840, 3.9102], [2.0391, -5.6348, 3.6478], [2.6086, -6.0293, 2.4450], [2.9736, -5.0754, 1.5023], [2.7699, -3.7300, 1.7694], [3.5957, -0.6283, 3.4516], [3.6500, 0.7676, 3.5417], [4.8579, 1.4300, 3.7003], [6.0426, 0.7038, 3.7794], [6.0118, -0.6812, 3.6989], [4.7956, -1.3411, 3.5391], [1.1383, -1.2787, 4.9982], [-0.2392, -1.2915, 5.2385], [-0.7484, -1.1709, 6.5255], [0.1132, -1.0452, 7.6053], [1.4864, -1.0476, 7.3951], [1.9912, -1.1599, 6.1062], [1.3937, -3.9818, 4.8542], [1.7531, -6.3785, 4.3821], [2.7734, -7.0802, 2.2427], [3.4112, -5.3839, 0.5600], [3.0543, -2.9962, 1.0203], [2.7275, 1.3417, 3.4892], [4.8811, 2.5109, 3.7739], [6.9859, 1.2191, 3.9129], [6.9321, -1.2494, 3.7665], [4.7801, -2.4255, 3.4770], [-0.9277, -1.4105, 4.4130], [-1.8209, -1.1802, 6.6851], [-0.2815, -0.9485, 8.6096], [2.1642, -0.9584, 8.2353], [3.0672, -1.1509, 5.9607], [-0.7418, 2.9764, 4.9994], [-1.8683, 2.1738, 5.1239], [-2.1947, 1.2663, 4.1283], [-1.3839, 1.1251, 3.0040], [-0.2651, 1.9508, 2.8859], [0.0568, 2.8753, 3.8706], [-1.8019, -0.0070, 1.6187], [-3.2763, 0.8015, 0.9130], [-3.3724, 2.1940, 0.9037], [-4.5002, 2.8114, 0.3823], [-5.5370, 2.0455, -0.1356], [-5.4328, 0.6619, -0.1572], [-4.3024, 0.0399, 0.3540], [-2.4027, -1.5669, 2.3343], [-1.6331, -2.7237, 2.2089], [-2.0398, -3.9104, 2.8029], [-3.2166, -3.9504, 3.5346], [-4.0009, -2.8079, 3.6499], [-3.6050, -1.6274, 3.0439], [-0.4890, 3.6835, 5.7796], [-2.4970, 2.2548, 6.0016], [-3.0818, 0.6567, 4.2401], [0.3746, 1.8888, 2.0098], [0.9220, 3.5171, 3.7562], [-2.5814, 2.8016, 1.3283], [-4.5731, 3.8915, 0.3895], [-6.4257, 2.5279, -0.5238], [-6.2342, 0.0623, -0.5708], [-4.2200, -1.0398, 0.3191], [-0.6997, -2.7159, 1.6639], [-1.4274, -4.7966, 2.6934], [-3.5293, -4.8712, 4.0102], [-4.9296, -2.8405, 4.2056], [-4.2453, -0.7570, 3.1150]]
}

# 5
{
  "formula": "C4H6Cl2S2",
  "method": "ωB97M-V/def2-TZVPD",
  "e_above_lowest_ev": 1.988,
  "orbital_gap_ev": 7.66,
  "multiplicity": 1,
  "smiles": "CSC(=S)[C@H](Cl)CCl",
  "e_lumo_ha": -0.049,
  "homo_ev": -9.0,
  "symbols": ["C", "S", "C", "S", "C", "Cl", "C", "Cl", "H", "H", "H", "H", "H", "H"],
  "positions_angstrom": [[2.2568, -0.0611, 1.9401], [0.5106, 0.4328, 1.5987], [0.0354, -0.3518, 0.1769], [0.6335, -1.9844, -0.0625], [-1.3025, 0.1843, -0.4052], [-2.7028, -0.8784, -0.2562], [-1.2178, 0.3075, -1.8477], [-2.5398, 1.2824, -2.7386], [2.9167, 0.1552, 0.9997], [2.4698, 0.4474, 2.8505], [2.0375, -1.0292, 2.1182], [-1.6682, 1.2563, 0.1246], [-0.2404, 0.8179, -2.1754], [-1.1886, -0.5789, -2.3231]]
}

Q: Which formula does entry 3 have?
A: C67H103BN12O12

Copy entry 2 word for word.
{
  "formula": "C6H6DyO5",
  "method": "ωB97M-V/def2-TZVPD",
  "e_above_lowest_ev": 0.000,
  "orbital_gap_ev": [9.24, 9.50],
  "charge": 3,
  "multiplicity": 6,
  "e_lumo_ha": [-0.546, -0.537],
  "homo_ev": [-24.1, -24.1],
  "symbols": ["Dy", "O", "C", "C", "O", "C", "O", "C", "O", "C", "C", "O", "H", "H", "H", "H", "H", "H"],
  "positions_angstrom": [[0.1937, -0.0316, -1.1339], [-0.4185, 3.4871, -1.4794], [-0.2545, 2.3480, -1.4593], [2.4361, -0.8929, -1.3689], [3.5331, -1.2545, -1.4276], [-1.6602, -1.6052, -1.2763], [-2.5297, -2.3453, -1.4322], [0.2259, -0.0137, -3.5587], [0.2194, -0.0304, -4.7050], [-0.5329, -0.5391, 2.5681], [-0.3831, 0.6581, 1.6455], [0.9234, 0.5248, 0.8973], [-0.5935, -1.4730, 1.9832], [-1.4554, -0.4575, 3.1382], [0.3029, -0.6102, 3.2786], [-1.1539, 0.7246, 0.8382], [-0.3575, 1.6381, 2.1463], [1.5045, -0.1274, 1.3461]]
}